Record 1
Entry from the OMol25 dataset: a molecular structure, C27H19AsClIN2O7SV (ωB97M-V with the def2-TZVPD basis set).

CARTESIAN COORDINATES (ANGSTROEM)
V 0.041 0.161 0.121
Cl -3.972 2.129 5.400
C -3.123 1.246 4.172
C -3.354 -0.089 4.018
C -2.691 -0.840 3.015
I -3.108 -2.851 2.789
C -1.792 -0.220 2.192
O -1.129 -0.795 1.195
C -1.535 1.162 2.376
N -0.625 1.684 1.519
C -0.388 2.972 1.538
C -1.016 3.827 2.461
C -1.907 3.310 3.363
C -2.201 1.931 3.336
H -4.064 -0.585 4.665
H 0.324 3.346 0.812
H -0.785 4.882 2.444
H -2.399 3.946 4.087
O 1.991 2.399 -3.160
As 0.632 1.340 -2.828
O 0.928 -0.119 -3.468
O 0.772 1.267 -1.053
C -0.780 2.557 -3.274
C -0.448 3.635 -4.090
C -1.433 4.530 -4.481
C -2.743 4.351 -4.062
C -3.073 3.278 -3.248
C -2.093 2.384 -2.852
S -2.549 1.049 -1.765
O -3.858 0.620 -2.162
O -2.414 1.574 -0.413
O -1.456 0.077 -2.006
H 2.771 1.852 -3.320
H 0.572 3.773 -4.418
H -1.174 5.363 -5.120
H -3.512 5.044 -4.377
H -4.093 3.114 -2.926
N 0.354 -1.596 -1.002
C 1.640 -2.247 -1.133
C 1.907 -2.876 -2.343
C 3.124 -3.491 -2.560
C 4.085 -3.453 -1.561
C 3.815 -2.811 -0.368
C 2.580 -2.201 -0.110
C 2.388 -1.501 1.191
C 3.111 -1.999 2.280
C 3.197 -1.314 3.478
C 2.570 -0.088 3.597
C 1.784 0.378 2.553
C 1.629 -0.325 1.355
H 0.074 -1.302 -1.946
H -0.360 -2.240 -0.663
H 1.155 -2.850 -3.121
H 3.326 -3.974 -3.507
H 5.056 -3.905 -1.718
H 4.597 -2.747 0.376
H 3.618 -2.950 2.184
H 3.762 -1.732 4.301
H 2.659 0.495 4.505
H 1.276 1.318 2.703

Results
net charge = 0
2S+1 = 2
energy above the lowest of the compared OMol25 structures with the same formula, charge and spin = 13.9 kcal/mol
LUMO (alpha / beta) = -1.31 / -0.95 eV
HOMO level (alpha / beta) = -8.398 / -8.427 eV



Record 2
Entry from the OMol25 dataset: a molecular structure, C27H19BrIN4SSbSe4Tc (ωB97M-V with the def2-TZVPD basis set).

CARTESIAN COORDINATES (ANGSTROEM)
Tc 0.170 -0.296 -0.538
I -2.299 -1.056 2.560
C -3.226 -1.843 0.874
C -4.489 -2.384 1.130
C -5.218 -3.043 0.152
C -4.670 -3.189 -1.106
C -3.405 -2.646 -1.395
C -2.883 -2.865 -2.686
C -1.644 -2.387 -3.080
C -0.954 -1.633 -2.157
C -1.417 -1.333 -0.845
C -2.659 -1.923 -0.406
H -4.905 -2.295 2.125
H -6.193 -3.449 0.385
H -5.204 -3.722 -1.882
H -3.478 -3.445 -3.382
H -1.252 -2.578 -4.069
H 0.021 -1.235 -2.496
N 0.860 2.592 -3.514
C -0.323 3.290 -3.909
C -0.227 4.266 -4.882
C -1.362 4.970 -5.262
C -2.581 4.693 -4.666
C -2.673 3.710 -3.690
C -1.542 3.005 -3.316
S -1.722 1.714 -2.123
N -0.101 1.203 -1.912
C 0.927 1.652 -2.584
C 2.245 1.071 -2.202
C 3.450 1.506 -2.709
C 4.630 0.935 -2.243
C 4.565 -0.045 -1.272
C 3.323 -0.428 -0.797
N 2.183 0.105 -1.250
H 1.710 2.879 -3.974
H 0.730 4.484 -5.343
H -1.288 5.734 -6.023
H -3.466 5.240 -4.960
H -3.628 3.489 -3.228
H 3.507 2.293 -3.447
H 5.584 1.268 -2.632
H 5.458 -0.506 -0.874
H 3.231 -1.182 -0.028
Br 2.878 -5.276 3.262
C 2.112 -3.898 2.282
C 1.800 -4.071 0.937
C 1.231 -3.024 0.251
N 0.947 -1.828 0.811
C 1.260 -1.678 2.112
C 1.838 -2.671 2.872
H 1.995 -5.008 0.433
H 0.977 -3.146 -0.795
H 1.046 -0.721 2.565
H 2.069 -2.488 3.912
Se 0.373 3.295 0.368
Sb -0.356 4.475 2.683
Se -0.087 1.195 1.160
Se -2.581 3.953 2.963
Se 1.485 5.546 3.527

Results
net charge = +3
energy above the lowest of the compared OMol25 structures with the same formula, charge and spin = 0.0 kcal/mol
LUMO (alpha / beta) = -10.96 / -10.97 eV
HOMO level (alpha / beta) = -15.484 / -15.478 eV



Record 3
Entry from the OMol25 dataset: a molecular structure, C27H19BrN2NaO6 (ωB97M-V with the def2-TZVPD basis set).

CARTESIAN COORDINATES (ANGSTROEM)
Na 0.441 2.707 0.694
O 0.627 -1.743 1.150
C 0.461 -0.434 1.237
O 0.184 0.311 0.334
C 0.675 0.071 2.646
C 0.853 -0.789 3.724
C 1.036 -0.223 4.974
C 1.026 1.161 5.095
C 0.824 1.928 3.958
N 0.651 1.386 2.759
C 0.764 3.436 3.921
O 0.933 4.105 5.077
O 0.554 4.032 2.905
H 0.117 -2.095 0.395
H 0.818 -1.856 3.564
H 1.175 -0.848 5.846
H 1.166 1.603 6.074
H 1.107 3.498 5.804
Br 3.867 0.923 1.231
C 3.691 1.972 -0.365
C 4.661 1.830 -1.337
C 4.529 2.632 -2.462
C 3.472 3.517 -2.542
C 2.535 3.554 -1.515
N 2.652 2.772 -0.430
C 1.332 4.521 -1.597
O 1.579 5.579 -2.181
O 0.281 4.099 -1.060
H 5.473 1.129 -1.214
H 5.257 2.565 -3.262
H 3.340 4.193 -3.374
C -2.748 -1.852 -6.257
C -3.671 -2.358 -5.346
C -3.378 -2.401 -3.995
C -2.153 -1.939 -3.507
C -1.237 -1.435 -4.432
C -1.527 -1.389 -5.788
C -1.819 -1.977 -2.069
C -2.647 -2.364 -1.103
C -2.363 -2.460 0.271
C -1.834 -3.648 0.852
C -1.639 -3.771 2.218
C -1.938 -2.733 3.093
C -2.450 -1.548 2.549
C -2.654 -1.411 1.192
H -2.982 -1.817 -7.314
H -4.630 -2.721 -5.700
H -4.089 -2.790 -3.275
H -0.283 -1.064 -4.072
H -0.797 -0.985 -6.481
H -0.795 -1.627 -1.857
H -1.623 -4.489 0.202
H -1.244 -4.706 2.602
H -1.806 -2.844 4.162
H -2.702 -0.718 3.202
H -3.072 -0.490 0.803

Results
net charge = -1
energy above the lowest of the compared OMol25 structures with the same formula, charge and spin = 0.0 kcal/mol
LUMO = 1.24 eV
HOMO level = -3.161 eV



Record 4
Entry from the OMol25 dataset: a single C27H19NOS2 molecule at a distorted geometry (ωB97M-V with the def2-TZVPD basis set).

CARTESIAN COORDINATES (ANGSTROEM)
O 8.983 -5.841 -1.505
S 6.502 -4.366 -0.726
S 3.445 -1.143 -1.102
C 8.610 -5.065 -2.376
C 7.138 -2.968 -2.836
C 6.020 -2.308 -2.269
C 3.879 -2.925 0.744
C 2.672 -2.240 1.140
C 7.510 -4.108 -2.143
C 5.586 -2.916 -1.109
C 4.416 -2.439 -0.397
C 2.276 -1.269 0.234
C -5.762 -0.061 3.000
C -3.438 5.231 -1.332
C -5.070 -0.949 2.187
C -5.537 1.314 2.881
C -4.267 4.178 -1.670
C -2.404 5.024 -0.432
C 0.239 -0.377 1.461
C 0.482 0.084 -0.866
C -4.090 -0.430 1.343
C -4.604 1.816 1.970
C -4.019 2.906 -1.183
C -2.174 3.746 0.071
C -0.996 0.270 1.529
C -0.789 0.718 -0.852
C 0.983 -0.514 0.300
C -3.822 0.939 1.196
C -2.978 2.644 -0.304
C -1.537 0.827 0.357
N -2.802 1.400 0.326
H 9.243 -5.044 -3.273
H 7.582 -2.611 -3.740
H 5.621 -1.395 -2.704
H 4.329 -3.738 1.312
H 2.157 -2.473 2.060
H -6.434 -0.477 3.712
H -3.653 6.223 -1.624
H -5.181 -2.047 2.192
H -6.099 1.974 3.525
H -5.133 4.390 -2.243
H -1.790 5.876 -0.113
H 0.642 -0.787 2.364
H 1.048 -0.025 -1.815
H -3.555 -1.145 0.705
H -4.477 2.934 1.935
H -4.655 2.056 -1.474
H -1.409 3.529 0.795
H -1.525 0.406 2.488
H -1.163 1.178 -1.739

Results
net charge = 0
energy above the lowest of the compared OMol25 structures with the same formula, charge and spin = 0.1 kcal/mol
LUMO = -0.58 eV
SMILES string = O=Cc1ccc(-c2ccc(-c3ccc(N(c4ccccc4)c4ccccc4)cc3)s2)s1
HOMO level = -7.382 eV



Record 5
Entry from the OMol25 dataset: a molecular structure, C27H20AuF5N2O2S2 at a distorted geometry (ωB97M-V with the def2-TZVPD basis set).

CARTESIAN COORDINATES (ANGSTROEM)
Au -0.044 -0.571 0.854
F 4.666 -5.282 -1.246
C 4.218 -4.072 -0.809
C 3.771 -3.907 0.508
F 3.770 -4.978 1.338
C 3.397 -2.667 0.972
F 3.054 -2.549 2.270
C 3.446 -1.512 0.151
S 3.258 0.106 0.808
C 3.893 -1.710 -1.171
F 4.001 -0.650 -1.999
C 4.264 -2.945 -1.649
F 4.700 -3.086 -2.927
C 1.719 0.137 1.664
C 1.749 0.908 2.849
C 2.926 1.193 3.584
C 2.886 1.891 4.766
C 1.680 2.359 5.277
C 0.509 2.101 4.572
C 0.534 1.383 3.403
H 3.872 0.814 3.215
H 3.811 2.089 5.300
H 1.651 2.911 6.208
H -0.436 2.464 4.955
H -0.376 1.209 2.850
C 0.487 -0.596 -5.071
C -0.100 0.121 -3.886
C -1.453 0.037 -3.603
C -2.008 0.685 -2.506
C -3.472 0.545 -2.208
C -1.183 1.440 -1.679
C 0.176 1.558 -1.966
C 1.040 2.393 -1.073
C 0.705 0.899 -3.065
C -1.720 2.124 -0.423
O -2.360 3.170 -0.534
O -1.445 1.536 0.664
H -0.140 -1.436 -5.367
H 1.481 -0.970 -4.831
H 0.576 0.080 -5.926
H -2.095 -0.565 -4.238
H -4.052 0.403 -3.120
H -3.837 1.428 -1.687
H -3.643 -0.325 -1.572
H 1.212 1.856 -0.138
H 0.539 3.327 -0.820
H 2.003 2.603 -1.537
H 1.765 0.981 -3.275
S -1.871 -1.965 0.130
C -3.357 -1.341 0.675
N -3.391 -0.127 1.327
C -4.604 0.440 1.645
C -5.754 -0.267 1.423
C -5.630 -1.535 0.846
N -4.443 -2.050 0.472
H -2.564 0.494 1.227
H -4.570 1.434 2.063
H -6.719 0.147 1.674
H -6.488 -2.159 0.636

Results
net charge = -2
LUMO (alpha / beta) = 4.43 / 3.69 eV
HOMO level (alpha / beta) = 0.583 / 1.296 eV



Record 6
Entry from the OMol25 dataset: a molecular structure, C27H20Cl3MgN6O4S2 at a distorted geometry (ωB97M-V with the def2-TZVPD basis set).

CARTESIAN COORDINATES (ANGSTROEM)
Mg 0.151 0.176 -0.219
C -2.904 0.244 -3.179
O -3.971 -0.209 -2.381
C -3.985 0.221 -1.060
C -5.229 0.482 -0.525
C -5.378 0.953 0.777
C -4.257 1.206 1.528
C -2.978 0.955 1.015
C -1.837 1.299 1.797
N -0.627 1.176 1.377
N 0.375 1.519 2.205
C 1.521 1.559 1.557
O 1.641 1.478 0.305
C 2.700 1.753 2.428
C 3.975 1.773 1.876
C 5.082 1.902 2.694
C 4.921 2.015 4.065
C 3.650 2.018 4.617
C 2.542 1.886 3.805
C -2.798 0.380 -0.282
O -1.641 0.054 -0.717
H -3.168 0.005 -4.212
H -1.962 -0.239 -2.913
H -2.781 1.331 -3.093
H -6.098 0.311 -1.145
H -6.366 1.143 1.171
H -4.348 1.596 2.535
H -2.001 1.726 2.792
H 4.077 1.678 0.804
H 6.075 1.907 2.267
H 5.785 2.088 4.712
H 3.520 2.112 5.687
H 1.542 1.876 4.210
Cl 3.185 -4.270 5.055
C 2.550 -3.300 3.769
C 1.191 -3.023 3.730
C 0.701 -2.277 2.682
Cl -0.978 -1.906 2.539
C 1.514 -1.775 1.634
O 1.029 -1.139 0.651
C 2.892 -2.085 1.756
Cl 3.923 -1.487 0.508
C 3.410 -2.840 2.786
H 0.524 -3.382 4.498
H 4.463 -3.070 2.817
N -0.436 3.143 -1.094
C -0.052 2.399 -2.127
N 0.308 1.175 -2.014
C 0.675 0.597 -3.180
C 0.610 1.410 -4.267
S 0.048 2.987 -3.795
C 1.030 -0.796 -3.064
C 1.806 -1.564 -3.875
S 1.981 -3.149 -3.198
C 0.947 -2.635 -1.853
N 0.565 -1.417 -1.948
N 0.544 -3.510 -0.907
H -0.482 2.625 -0.221
H -0.844 4.054 -1.201
H 0.833 1.198 -5.293
H 2.307 -1.295 -4.784
H 1.206 -4.226 -0.650
H 0.092 -3.034 -0.133

Results
net charge = -1
energy above the lowest of the compared OMol25 structures with the same formula, charge and spin = 20.1 kcal/mol
LUMO = 2.24 eV
HOMO level = -4.192 eV



Record 7
Entry from the OMol25 dataset: a molecular structure, C27H20Cl5GeNO2Tc (ωB97M-V with the def2-TZVPD basis set).

CARTESIAN COORDINATES (ANGSTROEM)
Tc -0.226 -2.168 -0.430
Cl 5.195 -2.419 4.230
C 3.694 -2.625 3.411
C 3.582 -2.299 2.065
Cl 4.930 -1.688 1.188
C 2.364 -2.464 1.427
Cl 2.187 -2.089 -0.269
C 1.212 -2.952 2.070
O 0.090 -3.093 1.450
C 1.361 -3.285 3.436
Cl -0.023 -3.893 4.255
C 2.574 -3.121 4.088
Cl 2.706 -3.526 5.754
C -1.717 -5.159 -0.271
C -2.661 -4.000 -0.163
N -3.970 -4.257 -0.025
O -2.265 -2.830 -0.162
H -2.217 -6.125 -0.253
H -1.013 -5.086 0.560
H -1.153 -5.054 -1.200
H -4.327 -5.192 -0.092
H -4.611 -3.482 0.009
C -0.389 -0.704 -1.265
Ge -0.239 1.225 -1.045
C 1.414 1.820 -1.889
C 1.737 1.398 -3.177
C 2.903 1.828 -3.793
C 3.765 2.684 -3.120
C 3.458 3.107 -1.836
C 2.288 2.675 -1.225
C -0.194 1.546 0.884
C -1.071 2.445 1.483
C -1.052 2.644 2.858
C -0.156 1.943 3.650
C 0.729 1.047 3.065
C 0.708 0.855 1.692
C -1.782 2.114 -1.839
C -1.624 3.147 -2.758
C -2.729 3.767 -3.327
C -4.007 3.356 -2.981
C -4.178 2.324 -2.068
C -3.073 1.706 -1.505
H 1.076 0.721 -3.709
H 3.143 1.492 -4.794
H 4.678 3.018 -3.597
H 4.130 3.770 -1.307
H 2.061 3.006 -0.217
H -1.783 2.994 0.877
H -1.742 3.347 3.310
H -0.145 2.094 4.722
H 1.433 0.497 3.676
H 1.411 0.158 1.248
H -0.628 3.477 -3.034
H -2.589 4.570 -4.039
H -4.870 3.837 -3.423
H -5.176 2.001 -1.797
H -3.219 0.896 -0.798

Results
net charge = 0
2S+1 = 2
LUMO (alpha / beta) = 0.30 / -0.14 eV
HOMO level (alpha / beta) = -7.542 / -7.395 eV



Record 8
Entry from the OMol25 dataset: a molecular structure, C27H20ClF3N4O6W (ωB97M-V with the def2-TZVPD basis set).

CARTESIAN COORDINATES (ANGSTROEM)
W -0.054 -0.150 -0.096
O 4.087 1.382 5.321
C 4.488 0.398 4.406
C 3.446 0.288 3.335
C 3.599 -0.609 2.277
C 2.627 -0.685 1.312
N 1.515 0.079 1.348
C 1.348 0.932 2.382
C 2.295 1.064 3.377
C 0.068 1.648 2.356
C -0.342 2.531 3.334
C -1.601 3.113 3.249
C -2.078 4.073 4.296
O -1.073 4.214 5.264
C -2.407 2.774 2.165
C -1.936 1.904 1.212
N -0.712 1.345 1.295
H 4.730 1.451 6.034
H 4.597 -0.588 4.877
H 5.447 0.640 3.930
H 4.468 -1.249 2.204
H 2.717 -1.375 0.485
H 2.157 1.752 4.197
H 0.292 2.772 4.174
H -3.012 3.685 4.720
H -2.313 5.024 3.801
H -1.365 4.815 5.957
H -3.400 3.188 2.051
H -2.528 1.637 0.350
O -1.911 -3.590 0.091
Cl -1.266 -2.372 0.017
O 0.212 -2.398 0.235
O -1.698 -1.338 0.985
O -1.348 -1.653 -1.277
N -3.822 6.283 -6.762
C -3.382 5.553 -5.994
C -2.829 4.643 -5.030
C -2.910 3.268 -5.250
C -2.376 2.394 -4.325
C -1.759 2.892 -3.171
C -1.683 4.273 -2.955
C -2.214 5.146 -3.883
C -1.209 1.996 -2.214
C -0.740 1.227 -1.386
H -3.391 2.897 -6.144
H -2.435 1.327 -4.487
H -1.203 4.654 -2.064
H -2.159 6.214 -3.730
F 4.809 -1.049 -5.124
C 4.778 0.035 -4.356
F 4.636 1.110 -5.133
F 5.945 0.136 -3.711
C 3.644 -0.028 -3.349
C 2.801 -1.122 -3.277
C 1.789 -1.113 -2.337
N 1.610 -0.087 -1.488
C 2.426 0.980 -1.572
C 3.453 1.042 -2.485
H 2.916 -1.969 -3.939
H 1.102 -1.946 -2.255
H 2.225 1.797 -0.892
H 4.087 1.917 -2.525

Results
net charge = +2
2S+1 = 3
energy above the lowest of the compared OMol25 structures with the same formula, charge and spin = 3.9 kcal/mol
LUMO (alpha / beta) = -6.79 / -7.78 eV
HOMO level (alpha / beta) = -13.562 / -13.873 eV



Number 1: electronic energy -163607.3836 eV. Number 2: electronic energy -393341.4531 eV. Number 3: electronic energy -118034.3849 eV. Number 4: electronic energy -53514.6849 eV. Number 5: electronic energy -74348.3618 eV. Number 6: electronic energy -110143.7276 eV. Number 7: electronic energy -155233.8944 eV. Number 8: electronic energy -69046.0165 eV.